(1)
{"formula": "C10H21NO2P", "method": "ωB97M-V/def2-TZVPD", "symbols": ["C", "C", "C", "C", "C", "C", "C", "C", "C", "C", "P", "O", "O", "N", "H", "H", "H", "H", "H", "H", "H", "H", "H", "H", "H", "H", "H", "H", "H", "H", "H", "H", "H", "H", "H"], "coordinates": [[-2.305444, 1.842847, -1.005545], [-1.997846, 0.658225, -0.056918], [-3.105147, 0.754834, 1.083932], [-1.927027, -0.660967, -0.845477], [-0.812994, -1.626129, -0.391017], [0.499897, -1.467734, -1.131786], [1.792432, -1.362960, -0.275934], [2.147319, 0.056717, 0.235240], [3.473490, 0.541327, -0.348300], [2.165742, -0.052126, 1.801100], [0.813275, 1.235946, -0.273955], [0.752020, 1.500542, -1.733184], [1.238432, 2.587723, 0.637775], [-0.916276, 0.930416, 0.761796], [-2.151269, 2.781273, -0.524240], [-3.356689, 1.864677, -1.277835], [-1.510070, 1.722092, -1.843294], [-3.435073, 1.735753, 1.003390], [-2.698484, 0.478823, 2.048008], [-3.899508, -0.059061, 0.926602], [-1.829879, -0.310073, -1.931248], [-2.896178, -1.242175, -0.748441], [-1.027347, -2.725901, -0.589994], [-0.677646, -1.605684, 0.701951], [0.618532, -2.301447, -1.704863], [0.557165, -0.517060, -1.760867], [1.630792, -2.115370, 0.603422], [2.439957, -1.879839, -0.866779], [3.656508, 0.112030, -1.318573], [4.321837, 0.223629, 0.337329], [3.657966, 1.635605, -0.244609], [2.838384, -0.878211, 2.135420], [1.174961, -0.328005, 2.157963], [2.617240, 0.872294, 2.088759], [0.747946, 2.433633, 1.446490]], "atomic_forces_ev_per_a": [[1.29, -1.30, -1.61], [-1.53, 0.91, 1.21], [-0.33, -3.90, -1.33], [-1.21, -0.88, -0.85], [-0.33, -1.24, -0.16], [0.88, 3.70, 1.19], [-3.41, -0.71, 2.47], [-0.27, -1.35, 0.45], [1.60, 0.39, 2.19], [0.86, -0.75, -1.39], [-4.36, 0.90, 3.52], [0.77, 0.33, -0.28], [0.67, -0.95, -1.19], [6.82, 0.70, -0.87], [0.49, 0.60, 0.66], [-0.21, -0.32, -0.90], [-1.84, 0.66, 0.92], [-1.13, 1.61, 0.50], [0.36, 0.40, 0.16], [0.41, 1.43, -0.13], [0.09, -1.14, 1.20], [0.72, 0.79, -0.32], [-0.68, 1.19, 0.15], [-0.08, 0.51, -0.35], [0.38, -2.13, -2.06], [-0.57, -1.68, 0.25], [0.34, 1.40, -1.06], [2.91, -0.67, -1.56], [0.06, 0.37, -0.49], [-0.78, -0.41, -0.71], [-0.73, -0.49, -0.79], [-0.19, 0.50, -0.50], [-0.11, 0.73, 0.18], [-0.26, 0.71, 1.13], [-0.62, 0.10, 0.35]], "lumo_energy_ev": 3.46, "smiles": "CC1(C)CCCCC(C)(C)[P@]([O-])(O)=N1", "homo_lumo_gap_ev": 6.283, "e_homo_ev": -2.82, "total_charge": -1, "molar_mass_g_mol": 218.257, "e_above_lowest_kj_mol": 74.5, "e_tot_ha": -940.1998}



(2)
{"formula": "C10H21NO6", "method": "ωB97M-V/def2-TZVPD", "symbols": ["O", "C", "O", "C", "C", "C", "C", "O", "C", "O", "O", "H", "H", "H", "H", "H", "H", "H", "H", "H", "H", "C", "O", "C", "C", "C", "N", "H", "H", "H", "H", "H", "H", "H", "H", "H", "H", "H"], "coordinates": [[0.491544, 4.029195, -4.196279], [0.452555, 3.473439, -3.185014], [-0.726956, 3.241201, -2.564634], [-0.543104, 3.278678, -1.116025], [-0.557196, 1.828091, -0.616173], [-0.323356, 1.674851, 0.899046], [0.878320, 2.539512, 1.307055], [1.616368, 1.982552, 2.413138], [2.801765, 2.637248, 2.466932], [2.912334, 3.708756, 2.850658], [3.888941, 1.935071, 2.017899], [1.403248, 3.131562, -2.737220], [-1.329580, 3.880376, -0.653138], [0.404834, 3.798024, -0.942794], [0.262103, 1.300499, -1.121165], [-1.531027, 1.418659, -0.896694], [-1.179417, 2.018315, 1.495340], [-0.180010, 0.619459, 1.194680], [1.561351, 2.560556, 0.434218], [0.574945, 3.579670, 1.471807], [3.866956, 2.011940, 1.052101], [0.966755, -2.443331, 0.564152], [-0.320338, -1.852912, 0.634419], [-1.175844, -2.168549, -0.451591], [-1.915916, -3.509384, -0.312752], [-1.040264, -4.722036, -0.610557], [-2.511121, -3.669845, 1.017722], [1.328748, -2.512117, -0.465441], [0.966095, -3.430695, 1.029975], [1.652205, -1.812698, 1.132188], [-1.926693, -1.372521, -0.469704], [-0.631444, -2.107023, -1.402693], [-2.726451, -3.506991, -1.047870], [-0.341301, -4.937743, 0.197654], [-1.659517, -5.609838, -0.742229], [-0.467599, -4.576889, -1.529424], [-3.165626, -2.908619, 1.180021], [-1.776309, -3.506463, 1.702394]], "atomic_forces_ev_per_a": [[0.17, 1.68, -3.64], [-0.18, -1.05, 1.85], [0.43, 0.24, 1.32], [0.03, -0.74, -0.28], [0.13, 0.41, 0.59], [0.01, 0.30, 0.72], [-0.07, -0.55, -0.96], [-0.29, -0.30, -0.61], [0.09, -3.15, -0.99], [0.30, 4.56, 1.86], [-0.37, -0.47, -0.39], [-0.43, -0.29, 0.72], [-0.08, -0.08, -0.35], [-0.13, -0.14, 0.30], [-0.33, -0.10, -0.13], [0.26, -0.23, -0.10], [-0.05, -0.05, -0.30], [0.15, 0.43, -0.39], [-0.03, -0.02, 0.24], [0.15, -0.17, 0.41], [0.22, -0.35, 0.12], [0.01, 0.10, 0.33], [0.12, -0.02, -0.29], [-0.32, 0.15, -0.04], [0.29, -0.13, 0.22], [-0.02, -0.12, -0.17], [-0.02, 0.28, -0.06], [-0.06, -0.06, -0.02], [0.09, -0.07, -0.14], [-0.05, 0.05, -0.02], [0.02, 0.01, 0.08], [0.08, -0.10, 0.02], [0.00, 0.11, 0.02], [-0.02, 0.07, 0.02], [-0.02, 0.04, 0.05], [0.02, 0.01, 0.03], [-0.09, -0.11, -0.02], [-0.01, -0.13, -0.01]], "lumo_energy_ev": 0.11, "smiles": "O=COCCCCOC(=O)O.COC[C@@H](C)N", "homo_lumo_gap_ev": 9.633, "e_homo_ev": -9.53, "molar_mass_g_mol": 251.279, "e_above_lowest_kj_mol": 0.0, "e_tot_ha": -899.7644}



(3)
{"formula": "C10H22", "method": "ωB97M-V/def2-TZVPD", "symbols": ["C", "C", "C", "C", "C", "C", "C", "C", "C", "C", "H", "H", "H", "H", "H", "H", "H", "H", "H", "H", "H", "H", "H", "H", "H", "H", "H", "H", "H", "H", "H", "H"], "coordinates": [[2.253389, -1.282164, -1.658314], [2.040447, -1.894127, -0.223703], [2.585569, -0.796512, 0.730058], [3.077611, 0.368626, -0.180327], [2.212724, 0.204550, -1.378292], [-2.173695, 0.673422, 0.504576], [-3.588634, 1.296169, 0.482627], [-1.942810, -0.387195, 1.607031], [-1.111069, 1.780474, 0.666880], [-1.942209, -0.117846, -0.840697], [3.181146, -1.519272, -2.058609], [1.465101, -1.606107, -2.453963], [2.698916, -2.855221, -0.405352], [1.059004, -2.126391, -0.107600], [3.436954, -1.005575, 1.305991], [1.988474, -0.337622, 1.357539], [4.154336, 0.340093, -0.260440], [2.851166, 1.351665, 0.157957], [2.405687, 0.665769, -2.575903], [1.066540, 0.301570, -0.812681], [-4.249057, 0.348537, 0.764537], [-3.657429, 1.750128, 1.440572], [-3.858368, 1.893628, -0.335664], [-0.960371, -0.880033, 1.362843], [-2.004665, -0.069071, 2.691031], [-2.521351, -1.227778, 1.566167], [-0.099442, 1.433380, 0.090568], [-0.749269, 1.666683, 2.001667], [-1.482138, 2.926913, 0.331521], [-2.552573, 0.452322, -1.708641], [-0.918646, -0.298466, -1.104329], [-2.665339, -1.050548, -0.957050]], "atomic_forces_ev_per_a": [[-3.49, 0.11, 0.12], [4.79, -0.74, -2.31], [2.86, -0.76, -3.80], [0.12, 0.28, -0.18], [-2.68, -0.48, -2.99], [0.30, -0.51, -1.32], [0.10, -4.66, 3.14], [2.16, 1.42, 0.67], [2.40, 0.66, 1.89], [-4.73, 0.55, -1.81], [1.89, -0.66, -0.65], [1.18, 0.42, 1.51], [-1.40, 1.48, 1.63], [-2.80, -0.84, 0.66], [1.10, -1.21, 0.84], [-3.95, 1.45, 3.14], [0.36, -0.20, -0.78], [-0.05, 0.77, 1.15], [-0.70, -0.22, 4.05], [2.87, 0.54, -2.45], [0.54, 1.94, -1.56], [-0.26, 1.41, 0.64], [-0.39, 0.57, -1.05], [-0.31, 0.91, 0.70], [0.40, 0.15, -1.26], [-2.39, -1.98, -0.56], [-2.43, 1.34, 1.40], [-1.08, 1.13, -4.21], [1.23, -3.29, 1.08], [2.09, -0.57, 1.55], [0.32, -0.27, -0.18], [1.96, 1.24, 0.94]], "lumo_energy_ev": 0.85, "homo_lumo_gap_ev": 11.308, "e_homo_ev": -10.46, "molar_mass_g_mol": 142.286, "e_above_lowest_kj_mol": 555.3, "e_tot_ha": -394.0140}



(4)
{"formula": "C10H22BrClN5P", "method": "ωB97M-V/def2-TZVPD", "symbols": ["C", "C", "N", "P", "N", "C", "N", "C", "C", "C", "C", "N", "Br", "C", "C", "C", "N", "H", "H", "H", "H", "H", "H", "H", "H", "H", "H", "H", "H", "H", "H", "H", "H", "H", "H", "H", "H", "H", "H", "Cl"], "coordinates": [[-3.485111, -2.024985, -2.199378], [-2.338134, -1.985256, -1.810634], [-1.052457, -1.638653, -1.647179], [0.201538, -2.620753, -2.488373], [-0.349567, -4.014626, -2.884991], [-0.689587, -0.623712, -0.907967], [0.694998, -0.380533, -0.875832], [1.341700, -0.817575, 0.386816], [2.449881, 0.147081, 0.798134], [3.295644, -0.546202, 1.893930], [3.418653, 0.420148, -0.375172], [-1.669025, 0.113767, -0.291412], [-2.423840, -0.799382, 1.166604], [-1.334670, 1.519249, -0.006863], [-0.715929, 1.838471, 1.372431], [-1.719441, 2.489546, 2.341436], [-2.097583, 3.848431, 1.906973], [-4.563596, -2.084847, -2.525862], [0.678309, -1.824557, -3.549397], [1.252916, -2.803547, -1.573014], [-0.279850, -4.121164, -3.892940], [0.909541, 0.580238, -1.107049], [1.836655, -1.783037, 0.228839], [0.604845, -0.980445, 1.176095], [2.065750, 1.112963, 1.127355], [3.892418, -1.301633, 1.381455], [3.988100, 0.200529, 2.280761], [2.688726, -0.977675, 2.687443], [3.041865, 1.235074, -1.004365], [3.478148, -0.445229, -1.037927], [4.392021, 0.741037, -0.012403], [-0.696866, 1.936511, -0.785308], [-2.267856, 2.083313, -0.062768], [-0.210893, 0.999723, 1.847383], [0.054253, 2.605421, 1.220020], [-2.638930, 1.903693, 2.388920], [-1.298219, 2.510967, 3.348472], [-3.039648, 3.811244, 1.545960], [-1.471349, 4.184297, 1.189107], [-5.943411, -2.507888, -1.249299]], "atomic_forces_ev_per_a": [[-0.03, 0.06, -0.90], [-0.73, 0.02, -0.50], [0.54, -0.36, 0.40], [0.33, -1.82, -0.44], [0.42, 0.65, -0.32], [0.00, 0.27, -0.07], [-0.49, 0.04, -0.05], [0.47, 0.30, -0.07], [0.92, -0.58, 0.02], [-0.31, 0.75, -0.61], [-0.97, 0.44, -0.32], [1.13, 0.53, -0.10], [-0.48, -0.24, -0.12], [-0.18, 0.32, 1.04], [-0.07, 0.63, 0.13], [-0.08, 0.06, -0.32], [-0.03, -0.63, 0.27], [0.99, -0.04, 0.59], [-0.10, 0.39, 0.45], [-0.40, 0.74, 0.20], [-0.54, -0.28, 0.04], [0.10, 0.04, 0.12], [-0.19, -0.03, -0.18], [0.00, 0.20, 0.04], [-0.23, -0.12, 0.25], [-0.04, -0.26, 0.30], [0.00, -0.16, 0.32], [0.12, -0.03, 0.09], [0.09, 0.00, 0.00], [0.38, -0.11, 0.19], [0.08, -0.19, -0.04], [-0.07, -0.42, -0.31], [-0.07, -0.14, -0.18], [-0.11, -0.19, -0.14], [0.11, -0.15, -0.02], [0.11, -0.15, 0.12], [0.08, 0.05, -0.04], [0.04, 0.37, -0.17], [-0.09, 0.18, -0.04], [-0.71, -0.11, 0.39]], "lumo_energy_ev": -1.91, "homo_lumo_gap_ev": 5.121, "e_homo_ev": -7.03, "molar_mass_g_mol": 358.652, "e_tot_ha": -4043.3193}



Which formula does entry 4 have? C10H22BrClN5P